This record from the OMol25 dataset describes a molecular structure, C20H36Cl2LaN2O6P. The level of theory is ωB97M-V/def2-TZVPD.

Computed properties:
HOMO level: -6.86 eV
energy relative to the best compared isomer or geometry (same formula, charge and spin): 16.96 kcal/mol
multiplicity: 1
Kohn-Sham gap: 7.060 eV

Each line ends with the Löwdin charge.
Element x y z (Å)
H -5.6820 -0.8603 2.4290  0.095
H -3.8877 -3.6403 3.9445  0.093
H -3.0793 1.5863 -2.3846  0.070
C -0.9374 1.4739 -2.1069  -0.419
H -4.0644 -4.4058 2.3350  0.102
N 2.5440 -3.2908 -1.5428  -0.157
Cl -2.2956 1.6847 0.9997  -0.194
H 2.0822 5.8538 -4.1959  0.101
C -5.5402 -1.9052 2.7193  -0.026
H -3.9685 -0.7126 1.0351  0.114
C 1.3369 -1.4694 2.0239  -0.115
H -0.9697 2.1961 -1.2876  0.020
La -1.1536 -0.5268 -0.4490  1.607
H 4.2459 -3.7179 -2.7195  0.094
C -3.6351 -3.5528 2.8826  -0.011
H 1.3219 3.6347 3.2674  0.089
O 3.0187 1.3684 -1.4999  -0.083
H -6.2894 -2.5140 2.1975  0.096
O -0.0898 -0.3256 4.3272  -0.379
O 0.7637 1.6819 2.9980  -0.377
H -2.2410 0.5234 -3.5560  0.052
H 0.7473 -4.3895 -1.7411  0.094
H 2.0789 -5.2722 -0.9018  0.099
H 1.3527 -0.8446 -3.2959  0.055
C 0.3862 -0.3290 -3.3898  -0.159
C -2.1596 1.4664 -2.9835  -0.119
H 0.9364 6.9539 -2.2551  0.094
N -4.1753 -2.2936 2.3628  -0.163
H -2.1248 2.3044 -3.6987  0.085
O -2.1945 -1.7279 1.3701  -0.289
H 0.6420 3.1316 -0.2706  0.109
H 1.1713 -1.2360 5.6564  0.089
H 2.0502 -0.4651 4.2920  0.074
H 2.1488 -5.0474 -2.6509  0.094
P -0.3951 0.5083 2.9466  0.810
C 0.7004 5.1188 -1.1382  -0.076
H 1.0124 -2.4264 1.6227  0.086
C 1.2010 -0.3530 5.0005  -0.127
H 4.4866 -3.9114 -0.9720  0.096
H -0.4282 3.4356 2.9343  0.067
H 0.2229 3.0092 4.5430  0.080
O 0.6807 -2.1276 -0.8729  -0.223
H 2.5472 -1.2722 -1.0723  0.149
H 0.1994 5.5766 -0.2808  0.103
H -5.6933 -2.0082 3.7982  0.093
H 1.5251 -1.5891 3.0809  0.048
C 1.7454 5.2688 -3.3326  -0.086
H -0.4205 -1.0961 -3.4584  0.053
H 0.4353 0.2234 -4.3714  0.101
C 1.0948 5.8773 -2.2479  -0.097
H 4.3624 -2.2709 -1.6813  0.097
C 2.0211 1.7070 -2.2051  -0.343
H 2.4534 3.3769 -4.1492  0.117
O 0.3180 -0.5040 1.7624  -0.512
Cl -2.8422 -1.9251 -1.9166  -0.213
C 0.9431 3.7449 -1.1166  -0.047
H 2.2599 -1.1607 1.5442  0.096
H 2.0603 1.3327 -3.3042  0.117
C 1.8296 -4.5679 -1.7143  -0.011
C 1.5551 3.1493 -2.2165  -0.210
H -2.5523 -3.5308 2.7350  0.088
C 0.1276 0.6501 -2.2701  -0.397
H 1.3380 0.5532 5.6232  0.089
C 3.9940 -3.2988 -1.7390  -0.028
C 0.4398 3.0116 3.4646  -0.124
C 1.9611 3.8924 -3.3133  -0.046
C 1.9202 -2.1827 -1.1492  -0.265
C -3.4422 -1.5440 1.5556  -0.321